Record 1
This record from OMol25 describes C25H45N2P3PtSe2 as an isolated structure. The level of theory is ωB97M-V/def2-TZVPD.

```
78
Properties=species:S:1:pos:R:3:forces:R:3:mulliken_charge:R:1
C 2.51456 3.03859 -3.76370 0.9 -0.2 -1.3 -0.2740
H 0.17000 -4.25654 0.47896 -0.2 0.1 0.2 0.3279
H 0.23596 2.82848 5.70974 -0.2 -0.1 0.3 0.4841
H -0.20184 -3.39945 2.01612 -0.1 -0.2 -0.3 0.2915
H -1.10407 2.37374 -4.97138 0.2 0.0 0.1 -0.1985
H 2.43417 -3.59916 -2.71989 -0.1 0.1 0.2 0.5137
H -1.36653 -4.57965 1.34337 0.3 0.5 -0.2 0.5037
H 3.10921 2.67191 -5.78361 0.0 0.0 -0.1 0.4839
H -2.61594 0.37583 7.90495 0.1 0.0 -0.3 0.4655
H -3.39479 -1.16632 0.77141 0.0 -0.4 0.1 0.4142
H 0.15837 3.81929 3.60465 -0.1 0.0 -0.2 0.4549
H 3.07723 0.94720 0.47203 -0.1 -0.1 0.1 0.1703
C -2.98589 0.36445 -4.64762 -0.4 0.3 -1.1 -0.1996
H -3.33472 0.02191 2.88622 0.2 0.3 0.1 0.3164
H 0.00312 -1.95017 -3.93719 0.1 0.1 -0.1 0.4041
H -0.68634 2.95524 -2.59429 0.1 0.1 -0.2 0.5046
H -0.14730 -1.41744 2.99277 0.2 0.2 0.0 0.1109
C 0.95430 2.54803 -5.56672 0.5 0.1 0.0 -0.4584
H 3.39699 -2.06042 0.60183 -0.2 -0.1 0.2 0.4422
H 3.59593 -1.06151 -2.80005 0.1 0.2 0.2 0.5560
C -2.91260 -2.08510 1.13536 -0.1 0.4 -0.1 -1.3503
P -1.42497 -2.42487 0.13453 -0.2 -1.5 0.1 0.5499
H -2.68133 -4.08153 -1.19485 0.2 0.2 0.1 0.4907
H 1.49048 -1.26071 3.65964 -0.1 0.1 -0.1 0.6642
C -2.86518 0.36233 5.75665 0.1 0.6 0.0 -0.7951
H -0.67017 1.89130 7.92399 -0.1 -0.1 -0.3 0.4682
H -2.66158 -2.44341 -1.90692 0.0 -0.2 -0.1 0.4021
C 1.44838 3.23157 -2.88027 0.0 0.0 1.2 0.2270
C -2.38385 0.95047 4.58476 -1.7 -2.1 -0.3 0.7102
N -2.63323 0.67392 3.23273 0.3 -0.2 0.6 0.1868
H 3.53463 3.18170 -3.40733 -0.2 0.0 -0.3 0.4555
H -3.74245 1.16122 -6.48306 0.5 -0.1 0.6 0.2600
H -2.98178 2.38761 -5.37592 -0.1 0.2 0.3 0.3878
C -1.33604 1.84695 4.61149 2.2 1.4 -1.2 0.9491
H 0.52840 0.20045 3.38209 0.0 -0.3 -0.1 0.0165
H -1.21882 -3.48288 -2.03315 -0.2 0.0 0.1 0.2652
H 2.79536 0.40569 -2.14990 0.1 -0.3 0.0 0.0499
H -2.66172 -1.97106 2.19984 0.1 -0.1 -0.3 0.2531
C -0.09498 2.60031 -4.64684 -0.3 0.1 1.4 0.1210
C -2.05912 -3.19916 -1.39246 0.0 0.3 0.1 -1.2095
C 2.26937 2.73469 -5.10733 0.3 0.2 0.9 -0.6651
H 0.67642 -0.28504 -3.94257 0.0 -0.3 0.0 0.0537
H 2.12507 -3.06188 1.37344 0.2 0.2 0.0 0.3004
C 2.65931 -2.10325 1.40993 -0.1 -0.1 -0.1 -1.4554
C 0.14014 2.92286 -3.30413 -0.8 0.2 -0.8 -0.1916
C -2.23655 0.75356 6.95414 -1.7 -1.1 -0.7 -0.4941
C -1.69703 1.28781 2.44280 -0.5 0.1 -0.2 -0.5632
Se -1.50975 1.11962 0.56072 -0.7 1.4 1.3 -0.0552
C 0.89238 -1.34295 -3.74362 0.0 0.0 0.0 -0.9489
H 2.13000 1.59981 1.82385 0.1 -0.2 -0.2 -0.0290
Pt -0.04274 -0.61566 -0.55381 0.2 -0.6 1.6 1.3708
C 1.80189 -3.31772 -1.86702 0.0 0.1 0.2 -1.2899
C -0.62729 -3.79623 1.08205 0.0 0.2 -0.1 -1.1654
H 3.20147 -2.05490 2.37147 -0.2 0.1 -0.4 0.5948
H -3.27404 -0.63185 -4.97493 0.1 0.0 0.4 0.2219
C 2.63676 0.71093 1.44393 0.1 0.2 0.0 -0.7980
H 2.35732 -3.51662 -0.94270 -0.2 0.0 -0.2 0.3405
H 0.04099 3.33555 1.88265 -0.2 -0.2 0.4 0.3608
C 0.75915 -0.79866 2.98913 -0.3 0.2 0.1 -0.8134
P 1.40043 -1.54971 -2.02543 0.5 0.0 -0.7 0.4002
H -3.70245 -0.32138 5.69260 0.1 0.0 0.4 0.4776
C -3.21735 1.34492 -5.52918 -0.4 -0.5 0.0 -0.7884
C -0.63191 2.17408 5.77128 -0.5 0.0 0.9 -0.6792
P 1.48012 -0.68849 1.30950 0.9 -0.7 0.6 0.0790
H -3.60442 -2.93101 1.02833 0.1 0.2 0.0 0.5400
H 1.73221 -1.68153 -4.36464 -0.3 0.0 -0.1 0.5489
H 1.05975 2.41865 3.03782 -0.2 0.1 0.1 0.5387
C 0.12555 2.97297 2.91490 0.3 0.4 0.0 -1.1640
H 0.89733 -3.93682 -1.88525 0.2 0.1 0.0 0.3456
H -2.58386 0.49859 -3.64503 0.1 0.1 -0.2 0.1931
H 3.45689 0.44890 2.12809 -0.2 0.0 -0.1 0.4570
H 3.07614 3.27436 -0.93601 0.4 0.2 -0.3 0.1857
Se 1.81770 3.98677 -1.16020 -0.9 -0.6 -1.0 0.2075
H 0.75271 2.35017 -6.62292 0.1 0.0 0.4 0.4688
H 3.51500 -0.79807 -1.02816 -0.1 0.0 -0.3 0.3263
N -1.01235 2.13392 3.27673 0.3 -0.4 0.7 0.2767
C -1.13184 1.62730 6.96965 1.6 1.6 -1.2 -0.6302
C 2.98564 -0.66246 -1.97800 0.1 -0.1 -0.1 -0.9723
```
Forces are in eV/Å.

As for the charge: +4. Its expectation value of S² is 6.0531. Its orbital gap (spin up / spin down) is 6.9 / 3.2 eV. As for the multiplicity: 5. The HOMO energy (spin up / spin down) comes out at -17.99 / -18.27 eV.

---

Record 2
This record from OMol25 describes a 10-piece molecular cluster, C25H45N5O5 overall. The level of theory is ωB97M-V/def2-TZVPD.

```
80
Properties=species:S:1:pos:R:3:forces:R:3:mulliken_charge:R:1
C 2.74480 -17.73308 -11.63383 1.0 0.2 1.5 -0.5204
H 7.36836 -26.61596 -12.29616 -0.1 0.1 0.2 0.4273
C 8.26210 -18.93172 -11.08372 0.2 -0.6 0.3 -0.6356
C 2.27165 -16.40030 -13.38196 -1.1 -2.8 -0.9 -0.9146
H 3.59901 -25.63909 -9.91006 -0.1 -0.4 0.0 0.3340
H 8.54782 -22.18234 -8.13719 -0.1 -0.1 0.2 0.3090
H 5.24123 -19.20561 -9.51960 -0.6 0.4 0.1 0.0207
H 3.82754 -23.49268 -10.11493 0.2 -0.1 0.2 0.1692
H 1.47558 -18.41514 -13.33537 0.1 -0.3 0.5 0.4199
H 4.86737 -13.11028 -10.85037 -0.1 -0.1 0.1 0.5449
H 8.32569 -18.11844 -11.80665 -0.2 0.3 0.2 0.3413
O 7.51519 -23.84766 -7.99123 0.5 0.5 -0.1 -0.5523
H 8.26560 -19.04448 -9.11464 0.3 -0.1 0.1 0.3996
H 5.55954 -23.22672 -7.98301 0.3 0.3 -0.2 -0.2856
H 8.38740 -25.14480 -10.55579 0.0 0.3 -0.3 0.2241
H 2.12024 -22.47610 -6.76029 -0.2 0.3 0.0 0.3354
C 3.12304 -15.74891 -12.52778 1.3 1.3 2.0 0.1082
C 7.12402 -25.57006 -12.18303 0.3 0.5 0.3 -0.6907
C 2.69577 -19.38653 -7.03448 -0.7 3.0 -1.9 -0.2147
O 7.85120 -18.51524 -9.80003 -1.0 1.2 -0.9 -0.5519
H 4.81693 -19.34131 -6.53987 -0.1 0.0 0.1 0.5182
H 4.02227 -16.37659 -10.68007 0.3 0.7 0.4 0.4129
C 5.56315 -15.82015 -9.05230 -0.1 0.2 -0.1 -0.6874
C 2.07500 -17.67640 -12.82415 -1.5 1.6 -3.3 -0.1482
C 8.09646 -20.51011 -6.94703 -2.7 -0.2 1.0 -0.1939
H 0.57635 -20.47945 -11.68666 0.4 0.3 -0.1 0.2616
C 5.21108 -14.02972 -10.39994 0.0 -0.8 0.2 -0.7938
H 5.76329 -20.56035 -8.62454 -0.1 -0.5 0.0 0.0771
C 8.49328 -19.19897 -6.90345 0.8 -0.6 0.3 -0.6360
C 6.25421 -14.79488 -10.89001 0.6 0.4 0.3 -0.3922
O -0.58929 -21.55024 -10.41580 1.1 -0.4 0.1 -0.5429
H 7.78358 -22.70260 -10.74058 0.0 0.0 -0.2 0.4905
H 2.54895 -18.36931 -7.36628 -0.4 -0.1 0.1 0.4900
C 6.48769 -23.43829 -12.42861 0.4 1.2 0.2 -0.1258
H 10.29615 -18.31745 -7.98354 -0.2 0.0 0.1 0.3785
H 1.37425 -21.92807 -11.10929 -0.4 -0.2 0.2 0.1524
H 2.77176 -18.59786 -10.98743 0.4 0.2 0.5 0.6281
C 3.00235 -23.87491 -9.51405 -0.7 -0.1 0.1 -0.1666
H 1.88358 -16.12465 -14.35141 0.1 0.4 0.2 0.4227
C 3.89259 -19.88194 -6.68032 3.6 -1.5 2.6 -0.6452
H 3.41349 -20.68692 -8.77452 0.1 0.2 0.3 0.3513
H 3.56069 -14.76158 -12.53551 0.0 0.0 -0.2 0.4296
C 1.88706 -20.43023 -7.18232 -4.2 -1.1 -0.8 -1.2737
C 4.73255 -14.70526 -9.21620 1.1 -1.2 -0.5 -0.4272
H 9.26510 -19.35542 -11.03310 0.0 -0.2 -0.1 0.2846
C 6.33458 -24.73678 -12.92617 -0.4 -0.2 -0.5 -0.7128
H 5.74403 -24.93306 -13.80886 0.0 -0.5 0.2 0.4250
C 6.13453 -24.14669 -8.08865 -0.4 0.1 0.3 -0.0855
C 9.64391 -19.14778 -7.75651 -0.2 -0.3 -0.2 -0.4900
H 5.88899 -22.58906 -12.72320 0.3 0.1 -0.2 0.4756
O 3.87784 -20.85255 -9.59826 1.0 0.3 -0.8 -0.4570
C 9.72854 -20.37778 -8.36031 0.2 -1.4 -0.4 -0.9712
H 2.08344 -23.69824 -10.07305 -0.1 0.3 0.0 0.3773
H 5.78049 -20.53036 -10.41021 -0.3 -0.6 0.0 0.1417
C 7.46853 -23.44409 -11.45983 -1.2 -0.7 0.7 -0.5153
H 3.88066 -14.55743 -8.56904 0.1 0.5 -0.2 0.3907
H 7.18262 -16.55860 -10.26445 0.0 -0.3 0.6 0.3068
O 3.06466 -25.26287 -9.20683 0.6 0.2 -0.2 -0.5535
N 2.47124 -21.52976 -6.72382 0.6 -1.9 0.4 0.1055
H 1.27082 -20.55355 -10.03254 -0.2 0.0 0.1 -0.1199
N 7.75489 -24.76931 -11.24793 0.7 -0.8 -0.3 0.0340
H 2.95729 -23.33005 -8.57108 0.1 0.1 -0.2 -0.1525
H 6.88880 -14.69164 -11.75779 -0.1 0.4 0.0 0.4230
C 0.73182 -21.10166 -10.80531 -1.0 0.2 -0.3 -0.0831
H 7.25724 -21.00285 -6.47869 -0.1 0.3 0.3 0.5272
H 5.47426 -16.65965 -8.37869 0.2 0.2 0.2 0.5515
H 10.34077 -20.76602 -9.16083 0.3 0.3 0.2 0.5085
H 5.82252 -24.74796 -7.23470 0.0 -0.5 -0.3 0.3815
N 6.54514 -15.81407 -10.02073 -1.7 0.5 -0.6 0.1045
C 3.73269 -21.23151 -6.37246 1.4 0.6 -0.4 -0.5039
H 5.88370 -24.57878 -9.05741 0.0 -0.2 0.1 0.1765
N 3.37338 -16.53481 -11.43771 -0.4 -1.4 -0.5 0.1443
H 8.03660 -18.42588 -6.30330 0.3 -0.1 0.0 0.4679
C 5.19929 -20.29480 -9.51868 0.0 0.4 -0.1 0.0185
H 0.90978 -20.56167 -7.62284 -0.2 0.5 0.3 0.5116
H 8.05495 -24.63709 -8.07527 -0.2 -0.2 0.1 0.2450
H -1.05131 -20.85221 -9.94583 0.1 0.1 0.0 0.2977
H 4.44329 -21.99114 -6.08194 -0.1 0.1 0.1 0.5582
N 8.75322 -21.23730 -7.84594 2.1 1.7 -0.9 0.2321
H 7.55544 -19.67419 -11.45450 0.1 -0.2 -0.3 0.1078
```
Forces are in eV/Å.

As for the charge: +1. Its expectation value of S² is 0.7610. Its orbital gap (spin up / spin down) is 7.8 / 3.3 eV. As for the multiplicity: 2. The HOMO energy (spin up / spin down) comes out at -10.44 / -10.44 eV.

---

Record 3
This record from OMol25 describes C25H45NP2PrS as an isolated structure. The level of theory is ωB97M-V/def2-TZVPD.

```
75
Properties=species:S:1:pos:R:3:forces:R:3:mulliken_charge:R:1
H 4.90462 2.14328 2.20121 -0.4 0.0 0.0 0.6302
H 3.12692 0.05258 -3.92373 0.0 -0.2 -0.1 0.3431
H 2.21869 4.66600 1.07607 0.1 -0.5 0.0 0.5813
C -1.60872 3.48367 2.78622 0.0 0.1 -0.1 -1.4191
H 5.16811 1.60397 0.07540 -0.4 -0.2 -0.1 0.4069
H -2.37975 2.87950 3.28285 0.2 0.2 0.0 0.4029
Pr 1.07633 0.69942 0.82762 -6.5 -5.4 0.1 -0.7225
H 0.02517 -2.15844 -4.61274 -0.1 0.0 0.3 0.4723
H 0.12446 0.48139 -5.09273 0.0 0.2 0.2 0.4533
C 0.97617 -2.57821 0.87955 -1.0 0.6 0.4 0.5724
H -2.02915 -2.78360 -0.61659 0.3 -0.4 0.2 0.0984
H 3.78177 3.97192 1.39368 -0.3 -0.3 0.1 0.4241
H -0.66021 3.36924 3.32980 -0.4 0.1 0.1 0.3541
C 2.92216 3.31168 -0.46911 -0.5 0.4 -0.4 -1.0314
H -0.87565 0.93312 -3.66584 0.3 -0.1 -0.1 0.2844
C -3.12119 2.72816 0.48720 0.2 -0.3 0.0 -1.3306
C -1.26611 -3.40744 -0.12171 -0.5 -0.1 -0.5 -1.3706
H 2.95182 -2.75685 3.08730 0.1 0.3 -0.1 0.4343
H -1.80237 -4.21155 0.40618 0.2 0.2 -0.1 0.2985
H -2.73051 -2.15050 3.00544 0.1 0.2 -0.2 0.3372
H -3.68467 3.65283 0.68431 0.2 -0.2 0.0 0.4601
H -3.13349 2.50832 -0.59030 0.0 0.0 0.3 0.3684
H -3.02295 -1.79728 1.29008 0.2 0.1 0.2 0.3917
S -3.10210 -0.63088 -1.59568 -0.3 0.2 -0.2 -0.2714
H 2.99321 -1.70046 -3.64183 0.0 0.1 -0.2 0.3767
C -0.06358 -1.98815 -3.52919 0.0 -0.1 0.1 -1.1441
H 4.93813 -0.09225 0.50821 -0.2 0.4 -0.1 0.4284
C 2.83178 1.63902 2.45451 0.8 2.9 0.9 -0.0959
H -0.90732 0.16866 3.79839 0.2 -0.2 0.0 0.2286
H 1.53695 -3.33856 -1.04008 0.1 0.0 0.3 0.2304
H 2.27818 3.98940 -1.04987 0.3 -0.3 0.1 0.3252
C 0.14780 0.77069 -4.03208 0.0 0.0 0.1 -1.3536
H 2.90093 -2.88033 -0.01417 -0.1 -0.1 0.0 0.2432
H 0.15980 4.69383 0.50074 -0.3 0.0 -0.1 0.1923
H -0.83495 4.18518 -0.89041 0.0 0.1 0.2 0.2687
H 2.01727 -4.37128 0.32280 0.0 0.3 -0.1 0.3441
N -0.73806 0.54329 -0.67092 -1.7 -0.6 -0.8 -0.3090
H -3.59904 1.88824 1.01152 0.1 0.2 -0.2 0.3508
H 2.81875 -1.02010 3.39963 0.0 -0.2 -0.1 0.3201
H 1.21850 3.08459 2.45914 0.3 -0.6 -0.2 0.6076
C 2.77970 3.71807 1.01505 -0.1 0.2 0.1 -1.4474
P 0.96238 -0.54678 -3.03612 0.0 0.0 0.3 0.9935
C 2.46964 -0.81891 -4.03183 0.0 -0.1 -0.1 -1.5041
C 3.22762 0.78261 -0.40002 1.3 1.8 -1.8 0.5592
H -1.11788 -1.81990 -3.25943 0.4 0.0 -0.1 0.2588
C 1.34798 -1.81389 2.03139 -0.4 1.1 -0.8 0.7856
H 1.88952 1.82671 -1.74436 -0.1 -0.5 0.7 -0.2433
H 4.60521 0.48572 2.63361 -0.2 0.2 -0.3 0.4208
C 0.03068 -0.40651 3.80247 -0.2 0.1 0.6 -0.8449
H -0.65598 -3.87195 -0.90222 -0.1 0.0 0.1 0.3870
H -2.57490 -0.49309 2.39255 0.0 -0.2 0.0 0.1809
H 0.05274 -0.99613 4.73164 0.0 0.3 -0.1 0.3584
H -1.54925 5.22715 0.38505 0.2 -0.2 -0.1 0.5125
C -1.76129 0.05368 -1.08048 2.0 0.9 1.0 0.0502
H -1.90574 4.53913 2.77725 0.0 -0.2 0.2 0.4149
C -2.38224 -1.54907 2.14768 -0.8 0.2 0.0 -1.6921
C -0.85123 4.40142 0.18731 0.0 -0.1 -0.1 -1.2333
C 2.12895 2.71290 1.95601 2.2 0.8 2.0 -0.0381
H 3.95857 3.53234 -0.76825 -0.3 -0.3 -0.1 0.4433
H 2.21749 -0.96890 -5.08850 0.2 0.0 0.1 0.4536
C 2.71150 -1.78564 2.61782 0.6 -0.1 0.3 -1.1685
C -0.44047 -2.60367 0.80813 0.8 0.6 0.6 0.6488
C 1.89753 -3.32303 -0.00139 0.5 -0.6 -0.4 -1.7003
C 2.54632 1.89136 -0.85992 2.7 -0.5 -0.9 0.2693
C -0.95087 -1.78116 1.84563 1.1 0.2 0.0 0.9423
H 3.48941 -1.60326 1.85682 -0.1 -0.1 0.2 0.1715
H 3.07081 -0.21368 -0.85476 -0.5 0.5 0.2 0.5666
C 4.23154 1.29758 1.99038 0.2 -0.4 0.5 -1.4157
H 0.85141 0.32166 3.87819 -0.1 -0.1 0.1 0.1475
P -1.38261 2.87749 1.07061 0.2 0.1 0.2 1.2366
C 0.14363 -1.28081 2.60660 0.0 -0.2 -1.0 -0.0179
H 0.29512 -2.87566 -2.99012 -0.2 0.2 -0.2 0.2167
H 0.71106 1.70675 -3.91743 -0.2 -0.1 -0.2 0.3670
C 4.44146 0.89022 0.50120 0.3 -0.3 0.1 -1.1353
H 2.56061 1.19626 3.42650 -0.5 -0.1 -0.8 0.8747
```
Forces are in eV/Å.

As for the charge: +1. Its expectation value of S² is 2.0195. Its orbital gap (spin up / spin down) is 4.7 / 5.0 eV. As for the multiplicity: 3. The HOMO energy (spin up / spin down) comes out at -9.51 / -9.56 eV.

---

DFT total energy, respectively: -191400.695, -44331.094, -71619.246 eV.
Strongest force on any atom, respectively: 0.0561, 0.0920, 0.1651 Eh/bohr.